The following is a quantum chemistry calculation of a molecular structure, C47H55BrCaGe2N7O6S3 at a distorted geometry, from OMol25.

Structure (XYZ):
```
122
Properties=species:S:1:pos:R:3:forces:R:3
Ca 0.960507 0.272979 0.123129 -0.25 1.91 -0.36
N -3.173989 -2.027249 0.078530 -0.80 -0.66 -0.40
C -1.972749 -1.403064 0.261520 0.58 0.39 0.80
S -0.874766 -1.534285 -1.145621 0.11 0.05 -0.56
N -1.731261 -0.877716 1.401410 -1.27 -0.76 -0.01
N -0.559152 -0.263663 1.642188 -0.10 -0.29 0.39
C -0.561230 0.605587 2.616384 -0.33 0.05 -0.05
C 0.559332 1.393692 2.881694 -0.51 0.49 1.15
C 0.395082 2.745168 3.519080 0.12 -0.82 0.17
C 2.675835 3.097499 4.522231 0.29 -0.09 -0.01
C 3.334400 2.532828 3.493467 -0.18 0.44 0.40
C 2.856314 1.654860 2.464994 0.22 -0.46 -0.37
N 1.702018 1.084897 2.272108 0.83 -0.27 -0.24
H -3.461198 -2.090438 -0.887488 -0.04 0.04 0.36
H -3.901488 -1.740296 0.718609 0.12 0.06 -0.06
H -1.484424 0.781563 3.177178 0.12 -0.05 -0.07
H -0.660867 2.895855 3.777297 0.01 -0.02 -0.09
H 3.214450 3.765120 5.183238 0.14 0.02 -0.01
H 4.392255 2.758449 3.406981 0.05 0.03 0.00
H 3.606960 1.372769 1.739296 0.07 -0.09 0.10
C -3.946531 -1.248029 -4.620898 0.08 0.03 0.11
C -3.662943 -0.827705 -3.187965 0.76 0.27 0.25
Ge -1.771262 -0.128053 -2.813396 -1.11 0.30 -0.37
C -1.712910 1.874762 -3.306105 0.14 -0.61 0.44
C -2.585599 2.175401 -4.512000 0.07 -0.21 0.03
C -0.645831 -0.660384 -4.382885 -0.47 0.02 0.67
C 0.663519 -0.475869 -4.516627 0.11 0.29 1.47
Ge 1.857741 -0.312123 -2.810603 1.16 -1.21 -2.57
C 3.651729 0.608017 -3.361804 -0.80 0.05 0.66
C 4.504266 0.082006 -4.505500 -0.23 -0.08 -0.12
C 2.126416 -2.343566 -2.545609 -0.22 0.53 0.48
C 3.487585 -2.936494 -2.873407 -0.01 0.23 -0.05
C 1.258981 -0.418842 -5.848396 0.21 0.05 -0.51
C 2.213075 -1.327071 -6.299496 -0.10 0.03 0.06
C 2.747710 -1.217696 -7.569637 0.06 -0.12 -0.13
C 2.331743 -0.207594 -8.421971 0.06 0.05 -0.07
C 1.367939 0.690874 -7.993827 0.01 0.06 -0.18
C 0.836744 0.585231 -6.723385 0.04 0.00 0.11
H -4.968334 -1.621466 -4.707689 -0.04 -0.02 -0.10
H -3.270092 -2.042823 -4.923228 0.05 -0.11 -0.17
H -3.829141 -0.413966 -5.306237 0.01 0.06 -0.21
H -3.857247 -1.691843 -2.553457 0.06 0.07 0.04
H -4.355587 -0.046137 -2.878473 0.04 0.08 0.14
H -0.670824 2.101479 -3.538101 0.08 -0.05 0.07
H -2.020993 2.503232 -2.478763 0.02 -0.05 0.10
H -2.297518 1.557061 -5.359509 -0.06 -0.03 -0.23
H -2.489380 3.222612 -4.804745 -0.02 0.04 -0.06
H -3.632688 1.985649 -4.285327 -0.15 -0.02 -0.07
H -1.230653 -0.864811 -5.276839 -0.01 -0.04 -0.26
H 4.236801 0.594730 -2.443678 -0.09 0.07 0.15
H 3.393123 1.651564 -3.567077 -0.04 0.01 0.12
H 4.726399 -0.973464 -4.378476 0.08 -0.12 -0.09
H 5.456965 0.620289 -4.545178 -0.04 0.01 0.03
H 3.996295 0.213509 -5.457743 0.14 -0.02 -0.07
H 1.345161 -2.843769 -3.125832 -0.05 0.26 0.06
H 1.904157 -2.527983 -1.494544 -0.08 -0.08 0.01
H 3.674010 -2.933669 -3.947714 0.15 -0.01 0.00
H 3.545140 -3.972939 -2.530202 0.02 0.01 0.00
H 4.279051 -2.370620 -2.383255 0.19 -0.02 -0.01
H 2.532092 -2.118935 -5.639773 0.08 -0.10 0.09
H 3.500701 -1.920316 -7.900512 0.02 -0.07 0.00
H 2.760524 -0.115642 -9.410441 0.01 -0.02 -0.05
H 1.023969 1.475196 -8.655288 0.01 0.04 -0.03
H 0.087705 1.288519 -6.387344 -0.05 0.05 0.06
Br -4.850934 2.239163 4.083662 0.05 0.01 -0.04
C -3.654690 2.887089 2.747526 -0.08 -0.08 0.10
C -3.207555 4.195039 2.828773 -0.04 0.00 0.06
C -2.358580 4.668009 1.841738 -0.08 0.05 -0.01
C -1.943434 3.828722 0.821587 -0.06 -0.10 -0.13
C -2.359825 2.505787 0.783212 0.03 0.08 0.02
C -3.253569 2.036219 1.736887 -0.13 0.09 -0.06
C -1.879711 1.555148 -0.287233 -1.11 0.35 0.23
O -2.753776 0.816829 -0.781419 -0.19 0.08 -0.44
O -0.680756 1.587412 -0.631816 0.52 0.62 -0.49
H -3.524706 4.831671 3.642327 -0.01 0.01 0.02
H -2.012614 5.691429 1.881225 0.02 0.05 -0.02
H -1.301078 4.196048 0.037546 0.11 0.02 -0.03
H -3.604582 1.017006 1.672296 0.02 -0.05 0.07
C 6.752398 5.074605 -2.509270 -0.03 -0.05 0.01
C 6.786334 4.013717 -1.451416 -0.05 -0.02 0.01
C 7.918235 3.844654 -0.661188 -0.08 -0.10 0.10
C 7.945669 2.869969 0.318483 0.14 0.01 0.06
C 6.840378 2.062859 0.509659 -0.01 -0.44 0.29
C 5.706178 2.206154 -0.265318 -0.19 -0.02 -0.04
C 5.686536 3.185135 -1.246182 0.20 0.03 0.09
S 7.010659 0.860548 1.816094 -0.06 -0.19 0.38
O 7.070770 1.556501 3.073814 -0.30 0.02 -0.09
O 8.129280 0.009947 1.487892 -0.24 0.14 -0.23
N 5.588621 0.003270 1.780080 0.83 0.60 -0.02
C 5.584129 -1.129316 0.876507 0.13 -0.61 -0.45
C 4.257057 -1.861607 0.946986 -0.09 0.65 -0.07
C 3.040954 -1.057722 0.447248 1.55 -1.65 0.89
O 1.936455 -1.518026 0.756407 -0.09 -1.62 0.32
O 3.213140 -0.033478 -0.243713 0.57 0.96 -0.99
H 7.696104 5.614091 -2.545910 0.01 0.08 -0.04
H 5.948113 5.780840 -2.308321 -0.02 0.10 -0.05
H 6.568962 4.628425 -3.484923 -0.02 0.03 -0.12
H 8.780147 4.480679 -0.808682 0.05 0.05 -0.02
H 8.809017 2.716473 0.947486 0.19 0.09 0.00
H 4.847605 1.568099 -0.120231 -0.12 -0.12 0.05
H 4.800250 3.304772 -1.853329 -0.09 0.01 -0.05
H 5.286955 -0.227058 2.716174 -0.01 0.25 0.27
H 6.408706 -1.815475 1.120159 -0.16 0.09 -0.17
H 5.754987 -0.731813 -0.127095 -0.05 -0.18 -0.06
H 4.039974 -2.148028 1.978015 -0.04 -0.14 -0.03
H 4.295653 -2.772044 0.345882 0.03 -0.04 0.05
N 1.417196 4.106727 -0.941575 0.07 -0.13 -0.35
C 1.193357 4.307389 0.387542 0.06 0.80 0.76
N 0.933054 3.349398 1.202598 0.11 -0.23 -0.70
C 0.785774 3.748488 2.482831 -0.16 0.83 0.37
C 1.223403 2.932880 4.832016 -0.20 -0.24 0.01
C 0.700650 4.075093 5.635423 -0.06 0.19 0.01
C 0.586662 5.349668 5.180779 -0.04 -0.03 0.60
C 0.820210 5.853076 3.887065 0.00 0.32 -0.27
C 0.941871 5.112612 2.713877 0.11 -0.16 -0.61
S 1.283580 5.893788 1.157711 -0.02 -0.50 0.01
H 1.077896 3.196440 -1.243065 -0.12 0.29 -0.08
H 1.202658 4.877537 -1.553796 -0.01 -0.12 -0.06
H 1.087772 2.012699 5.413336 -0.08 0.17 -0.12
H 0.392229 3.865673 6.650995 0.07 0.08 0.13
H 0.310743 6.097561 5.917773 -0.09 0.03 -0.01
H 0.859565 6.930687 3.777905 -0.02 0.03 0.07
```
Positions in Å, forces in eV/Å.

The net charge is -1. The HOMO-LUMO gap (spin up / spin down) is 5.0 / 3.9 eV. The value obtained for the highest occupied orbital energy (spin up / spin down) is -3.35 / -3.36 eV.

=====

The following is a quantum chemistry calculation of a molecular structure, C40H40BaF5N4OPTe at a distorted geometry, from OMol25.

Structure (XYZ):
```
93
Properties=species:S:1:pos:R:3:forces:R:3
Ba 0.011737 0.184597 0.972391 -0.17 -0.94 0.43
C -2.426357 0.855904 3.826175 -0.02 0.01 0.00
C -1.550503 2.109392 3.934032 0.04 0.08 -0.08
C -1.665494 3.020155 2.733868 -0.01 -0.23 0.07
C -1.711275 4.399240 2.875628 0.00 0.02 -0.01
C -1.770567 5.195787 1.746479 0.01 0.01 -0.01
C -1.793149 4.591226 0.500249 -0.03 0.02 0.02
C -1.751456 3.211461 0.449493 0.01 0.10 -0.02
N -1.689895 2.430822 1.530267 0.01 0.18 0.18
N -1.677406 -0.375764 3.540210 -0.02 -0.03 -0.07
C -0.881444 -0.774696 4.710235 -0.07 -0.02 0.13
C 0.570681 -0.368083 4.713754 0.00 -0.01 0.13
C 1.180915 -0.091578 5.933009 -0.03 0.00 -0.05
C 2.534911 0.187806 5.959651 -0.02 0.00 0.05
C 3.233421 0.199681 4.766921 0.13 0.01 -0.10
C 2.543810 -0.060017 3.595473 0.00 0.01 0.05
N 1.242641 -0.355354 3.564452 -0.04 0.13 -0.08
C -2.633809 -1.426341 3.197052 -0.04 0.01 0.03
C -2.020796 -2.718693 2.701358 -0.03 0.00 -0.08
C -2.852935 -3.696369 2.160625 0.03 0.02 0.02
C -2.294323 -4.888554 1.741474 0.02 -0.01 0.03
C -0.925488 -5.071742 1.881968 -0.01 0.01 0.03
C -0.179934 -4.036502 2.415903 -0.01 -0.04 -0.04
N -0.707946 -2.878681 2.810390 0.00 -0.05 -0.09
H -3.147334 0.998096 3.020471 0.00 0.00 -0.01
H -3.006307 0.725912 4.753227 0.02 0.00 -0.01
H -0.495319 1.837751 4.028647 -0.01 -0.01 0.00
H -1.797181 2.672451 4.834538 -0.03 0.02 -0.03
H -1.679219 4.836312 3.864058 0.00 0.01 0.01
H -1.783784 6.273430 1.836795 0.00 0.01 0.00
H -1.819314 5.167128 -0.413729 -0.01 0.01 0.01
H -1.729772 2.701875 -0.500984 0.00 -0.11 -0.22
H -0.887586 -1.861160 4.776686 0.00 0.05 0.03
H -1.353783 -0.399837 5.628831 0.00 0.03 -0.01
H 0.592990 -0.091444 6.841914 0.00 -0.01 0.00
H 3.032899 0.406791 6.895171 0.00 0.00 0.01
H 4.288908 0.430176 4.731477 -0.01 0.01 -0.01
H 3.039206 -0.001669 2.634362 0.05 -0.01 0.00
H -3.299917 -1.043644 2.419270 0.02 0.01 -0.02
H -3.285078 -1.662507 4.057452 0.01 0.01 0.00
H -3.916141 -3.513126 2.066457 0.00 -0.01 0.01
H -2.914217 -5.663803 1.310602 0.00 0.00 -0.01
H -0.443314 -5.988810 1.573748 0.00 -0.01 -0.01
H 0.893939 -4.129625 2.527396 0.03 0.01 -0.01
C 3.339552 1.303471 -2.428413 -0.10 -0.18 0.11
C 2.652960 1.369533 -3.760873 -0.06 0.00 -0.05
C 3.301973 2.032465 -4.799827 -0.03 0.00 0.00
C 2.762586 2.093644 -6.072922 0.08 0.03 0.02
C 1.551349 1.477815 -6.335470 -0.09 -0.04 -0.04
C 0.884928 0.818083 -5.316478 -0.04 0.01 -0.11
C 1.411561 0.763852 -4.024957 0.12 0.07 0.12
P 0.451289 -0.063697 -2.721684 -0.26 -0.12 -0.09
C -1.078303 -0.583422 -3.565291 0.02 0.07 0.02
C -1.188775 -1.913152 -3.964651 0.02 -0.01 0.00
C -2.317314 -2.371761 -4.623734 -0.01 -0.01 -0.01
C -3.352843 -1.490850 -4.890211 0.00 -0.04 -0.01
C -3.248674 -0.165477 -4.499865 0.02 0.04 0.03
C -2.122396 0.313924 -3.834445 -0.09 -0.06 -0.03
C -2.083009 1.768200 -3.449503 0.05 0.03 0.01
C 1.301729 -1.532437 -2.220994 -0.05 0.02 0.08
C 2.525056 -1.884522 -2.814639 0.02 0.07 -0.03
C 3.256505 -2.967329 -2.398298 0.05 -0.07 0.03
C 2.747695 -3.735491 -1.336639 0.05 -0.02 -0.02
C 1.543355 -3.444755 -0.764742 -0.07 -0.02 0.07
C 0.717164 -2.355463 -1.193861 0.00 -0.01 -0.14
C -0.549440 -2.165405 -0.615565 -0.06 0.01 0.04
H 3.712834 2.282296 -2.135051 0.01 0.03 0.00
H 4.183203 0.610763 -2.475129 0.04 0.03 -0.04
H 2.686716 0.932858 -1.642699 0.03 0.07 0.03
H 4.253021 2.507068 -4.590053 0.01 0.01 -0.02
H 3.290294 2.617236 -6.860137 0.00 0.01 0.01
H 1.120177 1.510377 -7.327501 0.00 0.00 0.00
H -0.060676 0.340431 -5.539486 0.04 0.02 0.03
H -0.377505 -2.594802 -3.742774 0.01 -0.01 -0.01
H -2.385554 -3.408943 -4.924393 0.00 0.00 0.00
H -4.241229 -1.832103 -5.406602 0.00 0.00 0.00
H -4.056171 0.523125 -4.720170 0.00 0.00 -0.01
H -2.832983 2.324523 -4.011166 0.00 0.01 0.00
H -1.107856 2.220412 -3.629449 0.01 -0.01 0.00
H -2.293267 1.887154 -2.387163 -0.01 0.00 0.02
H 2.904983 -1.284144 -3.631134 -0.01 0.07 -0.02
H 4.196562 -3.217615 -2.869561 0.00 0.00 0.00
H 3.308196 -4.590378 -0.975128 0.01 0.00 -0.01
H 1.156490 -4.084627 0.019375 0.00 0.00 0.00
H -0.946582 -2.995692 -0.042125 -0.02 0.01 0.02
H -1.299437 -1.592918 -1.152294 -0.02 0.03 -0.05
F 3.474574 3.161530 1.499530 0.23 0.00 0.02
Te 1.799015 3.050840 0.729690 0.27 0.74 -0.34
F 1.460073 4.777780 1.456356 -0.03 0.11 0.05
F 1.308755 2.415921 2.522671 -0.38 -0.14 0.33
F 2.385239 1.027047 0.620920 0.26 0.11 -0.15
F 2.681453 3.958272 -0.743719 0.07 -0.17 0.01
O 0.097716 0.848374 -1.557188 0.03 0.05 -0.09
```
Positions in Å, forces in eV/Å.

The net charge is 0. The HOMO-LUMO gap is 6.1 eV. The value obtained for the highest occupied orbital energy is -5.99 eV. The energy above the lowest of the compared OMol25 structures with the same formula, charge and spin is 0.0 kcal per mole.

=====

The following is a quantum chemistry calculation of a molecular structure, C20H42NOP3Y at a distorted geometry, from OMol25.

Structure (XYZ):
```
68
Properties=species:S:1:pos:R:3:forces:R:3
Y 0.453962 0.883575 0.064855 -2.18 0.88 4.49
P 1.742479 1.646208 -2.229978 2.49 0.84 -3.61
P -1.903762 0.849601 -1.507527 -2.72 -0.13 -1.79
P 1.970515 0.181307 2.466399 0.29 -0.92 -0.72
H -2.650400 -3.090347 -0.133828 -0.01 -0.19 0.13
C -2.308824 -3.239815 0.887926 -0.85 0.63 0.98
C -2.769937 -2.499472 1.914279 0.53 -0.51 -0.10
H -3.548457 -1.727905 1.805783 0.48 -0.43 -0.01
C 2.121990 0.509533 -3.634433 -0.07 0.26 0.56
C 1.033530 3.177598 -3.150970 -1.01 -0.82 1.28
C 3.388223 2.465955 -1.798642 -0.33 -0.63 1.10
C -3.287130 -0.160321 -0.736024 0.12 -0.19 0.62
C -2.776027 2.483028 -1.798778 0.49 0.09 0.22
C -1.937328 0.128047 -3.232483 0.47 0.05 -0.06
C 0.838277 -0.856459 3.442430 -0.34 0.06 -0.01
C 2.618880 1.350443 3.671039 0.03 -0.32 -0.68
C 3.380768 -0.991675 2.043056 -0.57 0.93 0.04
H -1.614322 -4.058002 1.062383 -0.47 0.01 0.02
H -2.389330 -2.684670 2.939028 -0.45 0.09 -0.70
H 2.697937 1.054628 -4.370789 0.09 0.17 -0.16
H 1.193651 0.156927 -4.077791 -0.05 -0.06 -0.03
H 2.698924 -0.332476 -3.266454 0.12 -0.04 -0.04
H 1.508594 3.251612 -4.136985 0.04 -0.37 0.30
H 1.282862 4.049013 -2.530380 -0.26 -0.25 -0.26
H -0.050447 3.034695 -3.229976 0.26 0.39 -0.29
H 4.084857 2.484237 -2.658746 -0.59 -0.24 0.25
H 3.841407 1.900784 -0.966347 0.20 0.36 -0.37
H 3.193253 3.505614 -1.470663 0.07 -0.62 -0.12
H -3.981216 -0.613468 -1.482850 0.70 0.53 0.31
H -3.889467 0.478823 -0.051845 0.46 -0.36 -0.49
H -2.852658 -0.982747 -0.124368 -0.30 0.62 -0.50
H -3.590984 2.423497 -2.545575 0.47 -0.22 0.43
H -2.029553 3.213031 -2.151207 -0.37 -0.11 0.02
H -3.186899 2.872661 -0.852379 0.16 -0.20 -0.35
H -2.795569 0.457125 -3.858028 0.45 -0.09 0.69
H -1.947264 -0.971038 -3.184308 0.01 0.31 0.10
H -1.013601 0.412541 -3.754211 -0.26 -0.03 -0.07
H 1.441794 -1.418675 4.160043 -0.22 -0.01 0.04
H 0.246792 -1.550517 2.825023 0.31 0.17 0.14
H 0.141396 -0.199075 3.979368 0.14 -0.23 -0.02
H 3.237646 0.820955 4.363624 0.48 -0.20 0.59
H 1.783832 1.776606 4.175936 -0.61 0.45 0.56
H 3.169849 2.134197 3.182249 0.37 0.31 -0.09
H 3.496600 -1.685558 2.899549 0.18 0.36 -0.59
H 4.258576 -0.323378 1.915594 -0.27 -0.73 0.07
H 3.158700 -1.534766 1.101601 0.22 0.19 0.64
C 1.025520 -2.266022 -0.815730 0.68 -1.43 -0.95
C 1.756897 -2.553474 -1.977153 -0.15 -0.47 1.03
C 2.473246 -3.750837 -1.956321 -0.37 -0.41 -0.43
C 2.483991 -4.547669 -0.798409 1.28 -0.25 -0.93
C 1.646421 -4.237464 0.284058 -0.04 -1.37 -1.21
C 0.732274 -3.208534 0.154618 -0.09 -0.38 0.76
O 0.650360 -1.023062 -0.490241 -0.29 3.11 -1.33
H 1.256674 0.145881 -1.396137 0.64 -1.16 -2.17
H 1.608994 -1.966139 -2.874719 0.33 0.13 0.16
H 2.945617 -4.112352 -2.889461 -0.14 0.29 0.80
H 3.157193 -5.447420 -0.893134 -1.00 0.99 0.78
H 1.590749 -4.931764 1.108998 -0.16 -0.08 0.07
H -0.240841 -3.220513 0.695904 1.72 0.89 0.10
C -4.313398 2.761468 2.972839 0.71 -0.46 -0.64
C -2.814598 2.494905 3.248681 0.72 1.75 1.07
C -2.134977 1.954880 2.067079 2.07 -1.38 -0.75
N -1.460705 1.436201 1.251893 -1.87 1.77 2.43
H -4.376723 3.244495 1.983477 -0.39 -0.11 0.49
H -4.751064 3.397048 3.738957 0.03 -0.15 -0.04
H -4.766096 1.768002 2.948934 -0.51 0.38 -0.06
H -2.273713 3.497334 3.566433 -0.82 -1.96 -0.83
H -2.657942 1.783156 4.104838 -0.05 0.49 -0.87
```
Positions in Å, forces in eV/Å.

The net charge is +3. The HOMO-LUMO gap is 5.0 eV. The value obtained for the highest occupied orbital energy is -16.36 eV.

=====

- Which of these has the highest net charge?
  C20H42NOP3Y